Density functional theory data (ωB97M-V/def2-TZVPD) for a structure of composition C41H45BBrN8O3V.

Each line ends with the Löwdin charge.
Positions of all 100 atoms, in Å:
V  0.02933  -0.54925  -1.07125  0.97
C  4.88165  0.01769  2.25274  -0.02
C  3.43567  0.18213  2.57842  -0.27
C  2.83573  1.10933  3.40160  0.01
C  1.46061  0.81909  3.31209  -0.28
N  1.25237  -0.21228  2.51064  0.14
N  2.45843  -0.59780  2.05518  0.04
B  2.60480  -1.71761  0.98673  -0.49
N  2.92775  -1.07874  -0.40168  0.05
N  2.12709  -0.10202  -0.90948  0.07
C  2.88803  0.65435  -1.70517  -0.22
C  4.18619  0.13508  -1.74902  0.03
C  4.16757  -0.96615  -0.91720  -0.29
C  5.26801  -1.94117  -0.65358  -0.03
C  2.45458  1.92035  -2.33517  -0.17
C  1.47490  1.99101  -3.31615  -0.02
C  1.10650  3.21951  -3.84831  -0.06
C  1.73534  4.38046  -3.42546  -0.09
C  2.74049  4.31518  -2.46797  -0.10
C  3.09842  3.09051  -1.92831  -0.07
N  1.33809  -2.56807  0.95708  0.04
N  0.13616  -2.06081  0.59495  0.06
C  -0.76599  -3.01489  0.83329  -0.24
C  -0.12981  -4.14847  1.36897  0.03
C  1.20373  -3.82290  1.43026  -0.26
C  2.34197  -4.63794  1.94782  -0.03
C  -2.21428  -2.87381  0.66526  -0.14
C  -2.87583  -1.59495  1.07880  -0.13
C  -4.36434  -1.62456  0.99906  -0.07
C  -5.05084  -2.73443  0.64672  -0.13
C  -4.36927  -3.92864  0.29155  -0.10
C  -2.96544  -3.95911  0.29952  -0.06
C  0.31510  1.51426  3.91505  -0.18
C  -0.95273  0.93153  3.89263  -0.04
C  -2.04942  1.60758  4.40021  -0.09
C  -1.90204  2.87654  4.94755  -0.11
C  -0.64403  3.46039  4.98324  -0.10
C  0.45443  2.78440  4.47058  -0.06
H  5.47591  0.65249  2.90930  0.08
H  5.20769  -1.01544  2.38537  0.07
H  5.09286  0.30745  1.22066  0.07
H  3.33065  1.86955  3.98373  0.10
H  3.54350  -2.41350  1.26054  0.11
H  5.01183  0.50818  -2.33135  0.11
H  6.12001  -1.69295  -1.28559  0.08
H  5.59314  -1.93736  0.38497  0.05
H  4.94422  -2.95424  -0.89360  0.09
H  0.97179  1.09746  -3.64955  0.10
H  0.30506  3.24691  -4.57418  0.10
H  1.43986  5.33801  -3.83686  0.10
H  3.23555  5.21814  -2.13174  0.10
H  3.87195  3.03039  -1.17057  0.11
H  -0.59571  -5.06003  1.70308  0.11
H  1.97074  -5.61613  2.25117  0.08
H  3.11067  -4.78051  1.18776  0.08
H  2.81422  -4.16503  2.80979  0.08
H  -2.55935  -1.35576  2.10868  0.13
H  -4.89339  -0.70852  1.23489  0.10
H  -6.13338  -2.70964  0.59845  0.10
H  -4.92971  -4.80485  -0.00601  0.09
H  -2.45380  -4.87050  0.01077  0.11
H  -1.05677  -0.05356  3.45581  0.10
H  -3.02849  1.14516  4.36467  0.10
H  -2.76187  3.40642  5.33774  0.09
H  -0.51772  4.45130  5.40249  0.10
H  1.43026  3.25581  4.48347  0.10
N  1.19593  3.03904  0.93689  0.04
C  0.12330  3.56036  0.09026  -0.27
C  -1.23989  3.08830  0.59633  -0.18
C  -1.70623  1.77530  -0.03406  -0.30
N  -0.76808  0.68849  0.11006  -0.15
H  1.17445  3.46966  1.85400  0.05
H  2.10412  3.21273  0.52590  0.04
H  0.28497  3.18047  -0.92265  0.10
H  0.13017  4.65834  0.02240  0.10
H  -1.99769  3.85004  0.38472  0.10
H  -1.19517  2.98178  1.68694  0.09
H  -1.88303  1.94636  -1.09859  0.10
H  -2.68929  1.52378  0.40490  0.10
H  -2.46053  -0.75475  0.50489  0.08
H  -0.42593  0.60906  1.07086  0.03
Br  -7.31936  -1.94691  -3.12973  0.68
C  -5.60255  -1.12625  -3.23563  -0.68
C  -4.52270  -1.75651  -2.64764  -0.12
C  -3.27914  -1.14250  -2.70059  0.00
C  -3.11648  0.06770  -3.36220  -0.11
C  -4.21612  0.66848  -3.96518  -0.02
C  -5.47148  0.08543  -3.89417  -0.13
C  -1.75763  0.73450  -3.47273  -0.59
O  -1.59175  1.58823  -4.34201  0.03
O  -0.87660  0.33182  -2.64346  -0.16
H  -4.64421  -2.70454  -2.14489  0.08
H  -2.42446  -1.62464  -2.24011  0.10
H  -4.06537  1.60113  -4.49260  0.11
H  -6.33304  0.55720  -4.34668  0.09
C  -0.12963  -2.48478  -3.39917  -0.24
O  0.08974  -2.16804  -2.06353  -0.41
H  -0.32768  -1.60725  -4.02812  0.07
H  -0.98419  -3.16900  -3.51036  0.07
H  0.74690  -2.99808  -3.81913  0.07

2S+1 ... 4
Net charge ... -1
<S²> ... 3.8128
E ... -157723.8268 eV
ΔE to the lowest compared entry with this formula, charge and spin ... 51.36 kcal per mole

***

Density functional theory data (ωB97M-V/def2-TZVPD) for a structure of composition C41H45BN8O2Pt at a distorted geometry.

Each line ends with the Löwdin charge.
Positions of all 98 atoms, in Å:
Pt  -0.05018  0.47376  -0.01765  1.54
C  -3.21427  0.72729  2.05943  0.00
C  -2.30832  1.87041  1.75997  -0.28
C  -2.51202  3.17901  2.18150  0.05
C  -1.43071  3.91014  1.73163  -0.24
C  -1.13973  5.35809  1.92953  0.00
N  -0.61607  3.08010  1.05964  0.05
N  -1.16298  1.81907  1.06159  -0.05
B  0.83826  3.38026  0.60186  -0.50
N  0.94048  3.16152  -0.91443  0.02
N  0.16739  2.18512  -1.45954  -0.01
C  0.16780  2.38200  -2.78716  -0.30
C  -0.64533  1.62774  -3.78699  0.00
C  0.99246  3.46834  -3.08618  0.04
C  1.45165  3.94960  -1.87509  -0.25
C  2.31191  5.13035  -1.58393  0.00
N  1.74240  2.37901  1.33242  0.05
N  1.49150  1.05460  1.19532  -0.08
C  2.52342  0.37607  1.74720  -0.32
C  2.73238  -1.10338  1.73869  -0.01
C  3.40424  1.30634  2.28570  0.05
C  2.88176  2.56095  2.00987  -0.23
C  3.41891  3.90671  2.35666  0.01
H  -3.79248  0.97136  2.94859  0.10
H  -2.66420  -0.18659  2.25670  0.06
H  -3.93311  0.56398  1.25358  0.08
H  -3.34477  3.53841  2.76111  0.13
H  -1.95837  5.81724  2.47814  0.09
H  -1.03346  5.87311  0.97499  0.10
H  -0.22181  5.50583  2.49733  0.09
H  1.16031  4.48573  0.89300  0.12
H  -1.39077  0.99326  -3.32257  0.05
H  -0.01346  1.02375  -4.44093  0.10
H  -1.17323  2.34227  -4.41784  0.10
H  1.17398  3.89242  -4.05950  0.13
H  2.59384  5.61825  -2.51358  0.09
H  3.22440  4.83781  -1.06321  0.09
H  1.78845  5.85591  -0.96115  0.09
H  2.13436  -1.60478  0.98440  0.05
H  2.48045  -1.54096  2.70539  0.09
H  3.78723  -1.30281  1.54816  0.10
H  4.31292  1.08690  2.82054  0.13
H  4.32211  3.79582  2.95138  0.10
H  2.69463  4.48033  2.93400  0.10
H  3.66357  4.48009  1.46275  0.08
O  2.92267  -2.79808  -5.30464  -0.04
C  3.73094  -2.43381  -4.21185  -0.19
C  2.86782  -1.73287  -3.20555  -0.13
C  3.40922  -0.89971  -2.23233  0.04
C  2.58828  -0.31983  -1.29191  -0.07
N  1.26249  -0.52212  -1.27781  -0.01
C  0.71483  -1.23587  -2.28186  -0.16
C  1.48791  -1.88098  -3.22643  0.09
C  -0.75268  -1.18408  -2.33170  -0.20
C  -1.51919  -1.80369  -3.29535  0.08
C  -2.90338  -1.66645  -3.27756  -0.13
C  -3.73628  -2.38266  -4.31376  -0.19
O  -3.06950  -2.47703  -5.54997  -0.03
C  -3.46624  -0.87179  -2.28825  0.04
C  -2.64396  -0.27936  -1.35344  -0.10
N  -1.31839  -0.43801  -1.36392  -0.06
H  3.45115  -3.26512  -5.95991  0.11
H  4.55460  -1.77422  -4.50262  0.14
H  4.16793  -3.31372  -3.72227  0.15
H  4.47065  -0.69388  -2.19334  0.14
H  3.00381  0.33328  -0.54273  0.12
H  1.03294  -2.46906  -4.00871  0.13
H  -1.06188  -2.38610  -4.08201  0.14
H  -4.72127  -1.91799  -4.39635  0.14
H  -3.89216  -3.40635  -3.96236  0.15
H  -3.26750  -1.70540  -6.09045  0.11
H  -4.53344  -0.70059  -2.24011  0.14
H  -3.04141  0.38317  -0.59950  0.11
C  -0.60208  -3.29532  6.16089  -0.06
C  0.30434  -2.24807  6.09692  -0.06
C  0.42612  -1.51694  4.92748  -0.04
C  -0.33324  -1.82237  3.79268  -0.19
C  -1.25209  -2.87239  3.87775  -0.02
C  -1.38281  -3.59468  5.05312  -0.06
C  -0.09879  -0.94974  2.62119  -0.11
C  -0.49111  -1.07432  1.35463  -0.21
C  -1.17597  -2.30021  0.85853  -0.28
C  -0.36048  -3.42733  0.70177  -0.04
C  -0.88767  -4.66083  0.35427  -0.05
C  -2.25514  -4.79889  0.16611  -0.06
C  -3.07780  -3.69051  0.30881  -0.06
C  -2.54390  -2.45229  0.63580  -0.08
H  -0.70744  -3.86960  7.07136  0.11
H  0.90838  -1.99522  6.95785  0.11
H  1.12331  -0.68605  4.89057  0.11
H  -1.88547  -3.13035  3.04275  0.10
H  -2.10449  -4.39922  5.10363  0.11
H  0.43824  -0.05850  2.91208  0.09
H  0.70277  -3.33531  0.89033  0.11
H  -0.23452  -5.51748  0.25302  0.11
H  -2.67827  -5.76403  -0.07796  0.11
H  -4.14751  -3.79049  0.17501  0.11
H  -3.21787  -1.61798  0.74674  0.09

Net charge ... +2
E ... -63176.5909 eV
ΔE to the lowest compared entry with this formula, charge and spin ... 0.00 kcal per mole